1.
Computed, not measured: a structure of composition C4H3O2Yb at a distorted geometry, with ωB97M-V/def2-TZVPD.

Atoms and positions in Å:
O (-2.10, 0.70, 0.28)
C (-1.28, 0.51, -0.58)
C (-0.26, 0.25, -1.33)
C (0.78, -0.62, -0.71)
C (1.29, -0.42, 0.53)
H (-0.19, 0.64, -2.35)
H (1.17, -1.05, 1.69)
H (1.25, -1.36, -1.35)
Yb (-1.20, 1.20, 2.28)
O (0.54, 0.15, 1.53)

The total energy is -1462.9589 hartree. As for the energy above the lowest of the compared OMol25 structures with the same formula, charge and spin: 1.9 kcal/mol. As for the charge: +1.

***

2.
Computed, not measured: a structure of composition C7H8AgLiO8 at a distorted geometry, with ωB97M-V/def2-TZVPD.

Atoms and positions in Å:
O (-0.36, 0.10, -1.40)
O (-1.06, 0.38, 0.71)
C (-1.44, -0.99, 0.77)
C (-2.83, -1.18, 0.17)
O (-3.23, -2.54, 0.26)
C (-0.49, 0.87, -0.42)
H (-0.70, -1.62, 0.26)
H (-1.46, -1.25, 1.84)
H (-2.82, -0.93, -0.90)
H (-3.55, -0.53, 0.68)
O (-4.26, -4.16, 1.34)
O (-4.15, -2.17, 2.28)
C (-3.88, -2.96, 1.35)
O (2.67, 2.29, -1.72)
C (2.41, 2.95, -0.60)
C (3.86, 1.47, -1.59)
O (0.58, 2.05, -0.25)
O (3.47, 2.94, 0.16)
C (4.52, 2.08, -0.36)
H (4.43, 1.58, -2.52)
H (3.58, 0.42, -1.45)
H (5.39, 2.71, -0.59)
H (4.77, 1.35, 0.41)
Li (0.54, 1.66, -2.18)
Ag (-5.98, -4.53, 3.78)

The total energy is -1027.7937 hartree. As for the energy above the lowest of the compared OMol25 structures with the same formula, charge and spin: 16.8 kcal/mol.

***

3.
Computed, not measured: the molecule C5H4FNS at a distorted geometry, with ωB97M-V/def2-TZVPD.

Atoms and positions in Å:
C (1.26, -0.69, 1.44)
C (0.46, 0.22, 0.82)
C (-0.62, -0.21, -0.05)
C (-1.40, 0.90, -0.72)
C (-0.50, 1.77, -1.56)
H (1.12, -1.72, 1.34)
H (0.52, 1.28, 0.97)
H (-2.14, 0.37, -1.35)
H (-1.92, 1.49, 0.00)
N (0.12, 2.55, -2.22)
F (2.26, -0.31, 2.22)
S (-0.87, -1.78, -0.31)

Its SMILES is N#CCC(=S)/C=C/F. The total energy is -745.6663 hartree. As for the energy above the lowest of the compared OMol25 structures with the same formula, charge and spin: 43.7 kcal/mol.

***

4.
Computed, not measured: a cluster of 2 separate species, C12H17N in total at a distorted geometry, with ωB97M-V/def2-TZVPD.

Atoms and positions in Å:
C (-0.63, -2.56, 1.02)
C (-1.48, -3.74, 1.43)
C (-1.31, -1.23, 1.04)
H (0.23, -2.43, 1.73)
H (-0.17, -2.82, -0.13)
H (-2.52, -3.52, 1.04)
H (-1.92, -1.01, 1.85)
H (-1.43, -3.89, 2.45)
H (-1.02, -4.64, 1.05)
H (-0.43, -0.55, 0.96)
H (-1.81, -1.25, 0.02)
C (0.79, 2.06, 1.94)
C (0.58, 1.51, -0.54)
C (1.43, 1.47, 0.67)
C (1.37, 1.00, -1.58)
C (2.61, 1.00, 0.22)
C (-0.71, 1.98, -0.74)
C (-1.26, 1.89, -1.96)
C (-0.65, 1.21, -3.02)
C (0.66, 0.86, -2.86)
N (2.59, 0.63, -1.11)
H (-1.25, 2.42, 0.09)
H (-2.16, 2.47, -2.21)
H (-1.27, 0.85, -3.92)
H (1.49, 2.07, 2.84)
H (0.06, 1.37, 2.17)
H (3.51, 0.78, 0.71)
H (3.45, 0.75, -1.59)
H (1.14, 0.34, -3.58)
H (0.10, 2.99, 2.02)

Its SMILES is Cc1c[nH]c2ccccc12.CCC. The total energy is -522.1187 hartree. As for the energy above the lowest of the compared OMol25 structures with the same formula, charge and spin: 63.7 kcal/mol.

***

5.
Computed, not measured: a cluster of 11 separate species, C66H154O33 in total at a distorted geometry, with ωB97M-V/def2-TZVPD.

Atoms and positions in Å:
C (-35.00, -7.09, -16.05)
O (-35.00, -5.70, -16.27)
C (-33.77, -5.08, -16.00)
C (-33.86, -3.55, -16.40)
O (-32.70, -2.91, -15.89)
C (-32.19, -1.80, -16.74)
C (-33.18, -0.62, -16.91)
O (-34.43, -1.02, -17.45)
C (-35.24, 0.11, -17.70)
H (-34.62, -7.30, -15.05)
H (-34.34, -7.59, -16.76)
H (-35.98, -7.52, -16.24)
H (-33.05, -5.63, -16.60)
H (-33.47, -5.19, -14.96)
H (-34.61, -2.96, -15.87)
H (-33.84, -3.33, -17.47)
H (-31.98, -2.09, -17.77)
H (-31.25, -1.41, -16.36)
H (-32.74, 0.12, -17.57)
H (-33.30, -0.26, -15.88)
H (-34.85, 0.82, -18.43)
H (-35.51, 0.62, -16.77)
H (-36.10, -0.28, -18.25)
C (-28.36, 1.53, -21.40)
O (-28.86, 2.16, -20.22)
C (-28.02, 2.23, -19.08)
C (-26.71, 3.03, -19.17)
O (-25.80, 2.47, -20.12)
C (-24.55, 3.21, -20.23)
C (-24.47, 4.38, -21.23)
O (-24.92, 4.22, -22.58)
C (-24.49, 3.01, -23.15)
H (-27.92, 0.56, -21.14)
H (-27.56, 2.14, -21.80)
H (-29.06, 1.49, -22.24)
H (-27.65, 1.25, -18.77)
H (-28.60, 2.57, -18.22)
H (-26.21, 3.12, -18.21)
H (-26.97, 4.03, -19.50)
H (-23.77, 2.53, -20.56)
H (-24.19, 3.61, -19.28)
H (-23.44, 4.72, -21.25)
H (-25.05, 5.23, -20.86)
H (-24.73, 3.11, -24.21)
H (-25.03, 2.13, -22.80)
H (-23.41, 2.94, -23.18)
C (-35.89, 5.62, -15.96)
O (-34.92, 5.59, -14.95)
C (-34.35, 6.88, -14.74)
C (-32.95, 6.76, -14.14)
O (-32.03, 6.05, -15.04)
C (-30.73, 5.79, -14.54)
C (-29.82, 6.90, -13.94)
O (-29.75, 8.05, -14.82)
C (-29.08, 7.84, -16.03)
H (-35.48, 6.08, -16.86)
H (-36.82, 6.14, -15.72)
H (-36.11, 4.57, -16.15)
H (-35.03, 7.36, -14.04)
H (-34.30, 7.56, -15.58)
H (-33.06, 6.27, -13.17)
H (-32.54, 7.75, -13.94)
H (-30.14, 5.31, -15.33)
H (-30.92, 5.09, -13.73)
H (-28.80, 6.56, -13.80)
H (-30.25, 7.23, -12.99)
H (-29.36, 6.94, -16.58)
H (-28.04, 7.63, -15.78)
H (-29.12, 8.73, -16.66)
C (-20.71, 6.66, -13.68)
O (-21.84, 5.85, -14.11)
C (-23.02, 6.38, -13.62)
C (-24.27, 5.70, -14.16)
O (-24.49, 6.32, -15.43)
C (-25.52, 5.76, -16.17)
C (-25.97, 6.64, -17.42)
O (-27.00, 6.07, -18.16)
C (-27.46, 6.80, -19.27)
H (-19.86, 6.24, -14.23)
H (-20.56, 6.51, -12.61)
H (-20.84, 7.71, -13.96)
H (-22.98, 7.46, -13.71)
H (-22.98, 6.29, -12.54)
H (-25.07, 5.82, -13.43)
H (-24.23, 4.62, -14.32)
H (-26.43, 5.67, -15.58)
H (-25.35, 4.77, -16.59)
H (-25.14, 6.74, -18.13)
H (-26.24, 7.66, -17.17)
H (-26.71, 7.05, -20.02)
H (-28.03, 7.66, -18.91)
H (-28.15, 6.19, -19.86)
C (-32.75, 2.69, -14.84)
O (-32.25, 1.45, -14.26)
C (-31.95, 1.54, -12.84)
C (-31.13, 0.31, -12.47)
O (-31.80, -0.95, -12.17)
C (-32.60, -1.58, -13.15)
C (-33.52, -2.64, -12.55)
O (-34.44, -2.30, -11.50)
C (-33.82, -2.14, -10.27)
H (-31.97, 3.45, -14.80)
H (-33.55, 3.13, -14.25)
H (-33.07, 2.67, -15.88)
H (-32.80, 1.64, -12.17)
H (-31.22, 2.32, -12.64)
H (-30.50, 0.53, -11.61)
H (-30.38, 0.08, -13.23)
H (-31.85, -1.95, -13.85)
H (-33.24, -0.86, -13.66)
H (-32.97, -3.54, -12.27)
H (-34.15, -2.88, -13.41)
H (-34.57, -1.95, -9.51)
H (-33.28, -1.21, -10.13)
H (-33.08, -2.91, -10.02)
C (-28.07, 5.57, -7.81)
O (-28.85, 4.34, -7.82)
C (-29.91, 4.41, -6.89)
C (-30.43, 3.02, -6.51)
O (-31.24, 2.46, -7.55)
C (-32.23, 1.42, -7.18)
C (-33.44, 1.84, -6.25)
O (-34.30, 2.87, -6.88)
C (-33.67, 4.16, -6.93)
H (-27.35, 5.56, -6.99)
H (-28.59, 6.49, -7.59)
H (-27.55, 5.54, -8.78)
H (-30.70, 5.07, -7.26)
H (-29.58, 4.94, -5.99)
H (-31.02, 3.07, -5.59)
H (-29.63, 2.37, -6.15)
H (-31.76, 0.51, -6.81)
H (-32.57, 1.04, -8.14)
H (-33.19, 2.28, -5.29)
H (-34.12, 1.04, -5.96)
H (-32.78, 4.14, -7.57)
H (-33.34, 4.39, -5.92)
H (-34.32, 4.91, -7.38)
C (-27.65, -2.83, -13.89)
O (-27.72, -2.13, -12.64)
C (-28.85, -2.37, -11.88)
C (-28.93, -3.79, -11.29)
O (-28.36, -3.88, -10.00)
C (-26.99, -3.52, -9.97)
C (-26.37, -3.92, -8.62)
O (-26.18, -5.35, -8.36)
C (-27.34, -6.16, -8.35)
H (-28.51, -2.62, -14.53)
H (-27.62, -3.91, -13.76)
H (-26.72, -2.58, -14.42)
H (-29.70, -2.24, -12.55)
H (-28.99, -1.62, -11.10)
H (-28.49, -4.58, -11.90)
H (-29.98, -4.00, -11.09)
H (-26.91, -2.44, -10.09)
H (-26.35, -4.07, -10.66)
H (-26.98, -3.60, -7.77)
H (-25.43, -3.45, -8.36)
H (-27.23, -6.81, -7.48)
H (-27.29, -6.66, -9.31)
H (-28.37, -5.78, -8.31)
C (-18.20, 2.28, -15.50)
O (-19.57, 1.85, -15.30)
C (-19.55, 0.46, -14.82)
C (-20.96, -0.10, -14.66)
O (-21.35, -0.92, -15.80)
C (-21.74, -0.34, -17.02)
C (-22.99, 0.54, -16.95)
O (-24.15, -0.28, -16.73)
C (-25.19, 0.20, -15.91)
H (-17.80, 1.89, -16.43)
H (-17.57, 1.87, -14.71)
H (-18.08, 3.36, -15.37)
H (-19.17, 0.51, -13.81)
H (-18.95, -0.19, -15.46)
H (-21.75, 0.62, -14.44)
H (-20.88, -0.81, -13.84)
H (-21.79, -1.24, -17.63)
H (-20.91, 0.32, -17.29)
H (-23.24, 1.07, -17.86)
H (-22.84, 1.27, -16.16)
H (-26.17, 0.04, -16.36)
H (-25.10, 1.28, -15.86)
H (-25.13, -0.20, -14.90)
C (-21.81, 3.24, -12.01)
O (-22.78, 2.67, -11.14)
C (-23.34, 1.50, -11.54)
C (-24.31, 0.96, -10.44)
O (-23.56, 0.66, -9.25)
C (-24.25, -0.15, -8.27)
C (-25.57, 0.38, -7.72)
O (-26.68, 0.25, -8.60)
C (-27.84, 0.86, -8.02)
H (-21.56, 2.55, -12.82)
H (-20.88, 3.41, -11.48)
H (-22.10, 4.20, -12.43)
H (-22.52, 0.78, -11.66)
H (-23.91, 1.62, -12.46)
H (-24.97, 0.18, -10.85)
H (-25.04, 1.73, -10.20)
H (-23.49, -0.24, -7.49)
H (-24.50, -1.14, -8.65)
H (-25.35, 1.42, -7.49)
H (-25.83, -0.26, -6.88)
H (-28.78, 0.60, -8.51)
H (-27.72, 1.94, -7.97)
H (-27.96, 0.56, -6.98)
C (-32.82, 3.03, -18.86)
O (-33.12, 4.30, -18.36)
C (-31.98, 5.02, -17.96)
C (-30.92, 5.27, -19.08)
O (-31.25, 6.30, -20.04)
C (-32.49, 6.15, -20.77)
C (-32.42, 5.22, -22.05)
O (-32.65, 6.05, -23.14)
C (-32.52, 5.41, -24.41)
H (-33.78, 2.59, -19.13)
H (-32.23, 2.38, -18.22)
H (-32.43, 3.13, -19.88)
H (-31.60, 4.53, -17.06)
H (-32.39, 5.94, -17.54)
H (-30.51, 4.36, -19.52)
H (-30.03, 5.58, -18.53)
H (-32.56, 7.16, -21.18)
H (-33.35, 5.96, -20.13)
H (-33.11, 4.38, -21.92)
H (-31.42, 4.77, -22.09)
H (-32.83, 6.03, -25.26)
H (-33.17, 4.53, -24.41)
H (-31.46, 5.22, -24.59)
C (-29.08, 0.19, -16.31)
O (-28.20, 1.25, -15.94)
C (-28.87, 2.28, -15.29)
C (-27.91, 3.14, -14.49)
O (-26.92, 2.43, -13.81)
C (-27.46, 1.63, -12.81)
C (-28.08, 2.36, -11.55)
O (-29.25, 3.11, -11.93)
C (-29.85, 3.84, -10.87)
H (-29.43, -0.36, -15.44)
H (-28.64, -0.54, -16.99)
H (-29.90, 0.55, -16.94)
H (-29.60, 1.83, -14.63)
H (-29.40, 2.94, -15.98)
H (-28.47, 3.91, -13.96)
H (-27.45, 3.80, -15.23)
H (-26.64, 1.07, -12.36)
H (-28.02, 0.80, -13.24)
H (-27.25, 2.91, -11.12)
H (-28.39, 1.65, -10.78)
H (-30.73, 4.42, -11.15)
H (-29.11, 4.42, -10.31)
H (-30.22, 3.10, -10.16)

Its SMILES is COCCOCCOC.COCCOCCOC.COCCOCCOC.COCCOCCOC.COCCOCCOC.COCCOCCOC.COCCOCCOC.COCCOCCOC.COCCOCCOC.COCCOCCOC.COCCOCCOC. The total energy is -5089.1231 hartree. As for the energy above the lowest of the compared OMol25 structures with the same formula, charge and spin: 104.3 kcal/mol.

***

6.
Computed, not measured: a structure of composition C19H24N6O7PdS2Te, with ωB97M-V/def2-TZVPD.

Atoms and positions in Å:
Pd (0.16, 0.01, -1.51)
O (0.42, 2.48, -0.05)
N (0.53, 2.10, -1.24)
C (0.62, 3.04, -2.18)
C (0.50, 4.42, -1.81)
N (0.39, 5.53, -1.52)
C (0.93, 2.75, -3.54)
N (1.19, 2.68, -4.66)
C (3.31, -3.08, 0.30)
C (4.38, -2.00, 0.27)
C (3.88, -0.60, 0.68)
C (5.02, 0.42, 0.53)
C (4.60, 1.84, 0.89)
C (3.47, -0.66, 2.14)
O (4.27, -0.81, 3.05)
N (2.15, -0.53, 2.37)
C (1.11, -0.35, 1.42)
O (-0.02, -0.27, 1.88)
N (1.44, -0.28, 0.11)
C (2.75, -0.22, -0.28)
O (3.06, 0.05, -1.43)
H (3.74, -4.05, 0.03)
H (2.50, -2.87, -0.40)
H (2.87, -3.19, 1.29)
H (4.79, -1.90, -0.74)
H (5.20, -2.26, 0.95)
H (5.34, 0.38, -0.51)
H (5.85, 0.09, 1.17)
H (3.80, 2.19, 0.24)
H (5.44, 2.53, 0.79)
H (4.25, 1.90, 1.93)
H (1.83, -0.56, 3.32)
Te (-0.60, -2.45, -1.62)
C (-2.28, -2.66, -0.33)
C (-2.69, -2.08, 0.84)
C (-3.94, -2.57, 1.31)
C (-4.48, -3.52, 0.50)
S (-3.47, -3.81, -0.85)
H (-2.09, -1.33, 1.33)
H (-4.41, -2.22, 2.22)
H (-5.41, -4.06, 0.64)
C (-4.72, -0.21, -1.64)
C (-4.49, 0.53, -0.33)
S (-2.75, 1.02, -0.26)
O (-2.53, 1.83, -1.49)
C (-2.86, 2.22, 1.08)
C (-3.20, 1.58, 2.42)
H (-5.76, -0.53, -1.73)
H (-4.08, -1.10, -1.70)
H (-4.46, 0.43, -2.48)
H (-4.68, -0.12, 0.53)
H (-5.10, 1.43, -0.26)
H (-3.58, 2.98, 0.76)
H (-1.87, 2.66, 1.09)
H (-4.20, 1.14, 2.42)
H (-3.15, 2.32, 3.22)
H (-2.48, 0.78, 2.64)
O (0.63, -1.01, -4.19)
N (-0.35, -0.30, -4.33)
O (-0.79, 0.29, -3.28)

The total energy is -2785.9120 hartree. As for the energy above the lowest of the compared OMol25 structures with the same formula, charge and spin: 2.6 kcal/mol. As for the charge: -2.

***

7.
Computed, not measured: the molecule C5H6, with ωB97M-V/def2-TZVPD.

Atoms and positions in Å:
C (2.31, 0.51, -0.51)
C (1.18, 0.02, -0.07)
C (-0.09, -0.10, 0.11)
C (-1.30, -0.82, -0.27)
C (-1.32, 0.24, 0.83)
H (3.30, 0.13, -0.32)
H (2.19, 1.41, -1.09)
H (-1.74, -0.60, -1.24)
H (-1.32, -1.86, 0.04)
H (-1.77, 1.20, 0.57)
H (-1.40, -0.05, 1.87)

Its SMILES is C=C=C1CC1. The total energy is -193.9984 hartree. As for the energy above the lowest of the compared OMol25 structures with the same formula, charge and spin: 51.5 kcal/mol.

***

8.
Computed, not measured: a cluster of 2 separate species, C2H7N4O in total at a distorted geometry, with ωB97M-V/def2-TZVPD.

Atoms and positions in Å:
C (1.47, 1.18, 0.27)
C (-1.88, -1.05, 0.14)
N (2.60, 0.83, 0.96)
N (-2.78, -1.24, -0.74)
N (-0.36, 0.05, -0.96)
N (0.74, 0.14, -0.16)
O (-1.52, -1.13, 1.24)
H (1.04, 2.13, 0.09)
H (3.35, 1.41, 1.32)
H (3.00, -0.06, 0.84)
H (-2.37, -0.96, -1.72)
H (-3.67, -1.59, -0.52)
H (-0.74, 1.09, -1.00)
H (1.10, -0.80, 0.24)

The total energy is -374.3294 hartree. As for the energy above the lowest of the compared OMol25 structures with the same formula, charge and spin: 75.5 kcal/mol. As for the charge: +1.